1.
ORCA calculation (the ωB97M-V functional and the def2-TZVPD basis) on a 3-piece molecular cluster, C10H28N2O3 overall at a distorted geometry.

Atoms and positions in Å:
C (2.17, -2.76, -1.96)
C (1.08, -2.55, -3.01)
O (-0.13, -3.19, -2.57)
H (3.09, -2.25, -2.23)
H (2.35, -3.83, -1.79)
H (1.87, -2.45, -0.96)
H (1.40, -2.95, -3.97)
H (0.91, -1.47, -3.05)
H (-0.61, -3.39, -3.38)
C (-3.26, 2.79, 0.56)
C (-3.43, 1.31, 0.97)
C (-2.83, 0.35, -0.04)
O (-1.51, 0.58, -0.48)
C (-1.14, -0.36, -1.49)
N (-2.86, 1.09, 2.31)
H (-2.21, 2.96, 0.33)
H (-3.58, 3.45, 1.37)
H (-3.94, 3.06, -0.25)
H (-4.48, 1.10, 1.17)
H (-3.56, 0.57, -0.84)
H (-3.10, -0.69, 0.18)
H (-1.02, -1.35, -1.05)
H (-0.15, -0.04, -1.80)
H (-1.73, -0.34, -2.41)
H (-3.04, 1.86, 2.94)
H (-1.85, 1.00, 2.27)
C (2.09, -0.78, 2.60)
C (1.11, 0.22, 1.96)
C (1.66, 0.74, 0.65)
O (2.89, 1.43, 0.81)
C (3.38, 1.99, -0.38)
N (-0.16, -0.43, 1.80)
H (3.11, -0.39, 2.61)
H (1.95, -1.77, 2.17)
H (1.89, -0.86, 3.67)
H (1.07, 1.07, 2.66)
H (0.97, 1.42, 0.14)
H (1.80, -0.15, 0.01)
H (4.33, 2.48, -0.19)
H (2.74, 2.80, -0.73)
H (3.54, 1.25, -1.17)
H (-0.63, -0.06, 0.95)
H (-0.20, -1.42, 1.58)

Summary:
Gap between HOMO and LUMO (eV): 9.387
2S+1: 1
SMILES: COC[C@H](C)N.COC[C@H](C)N.CCO
Highest occupied orbital energy (hartree): -0.32056
LUMO (eV): 0.66

=====

2.
ORCA calculation (the ωB97M-V functional and the def2-TZVPD basis) on a 2-piece molecular cluster, C8H8N2O2 overall at a distorted geometry.

Atoms and positions in Å:
C (3.16, -1.20, -0.10)
C (1.24, 0.26, 0.17)
C (1.01, 1.70, 0.03)
C (-0.34, 1.95, -0.25)
C (-1.31, 0.80, -0.09)
C (-3.15, -0.35, 0.03)
C (-1.00, -0.43, -0.03)
C (0.24, -0.72, 0.03)
H (3.01, -1.20, -1.23)
H (2.77, -2.10, 0.66)
H (4.14, -1.24, 0.28)
H (1.90, 2.37, -0.22)
H (-0.70, 3.07, -0.43)
H (-3.20, 1.88, 1.57)
H (-2.06, -2.26, -0.30)
H (0.76, -1.75, -0.26)
N (-2.58, 0.95, -0.10)
N (-2.13, -1.30, -0.14)
O (2.62, 0.13, 0.27)
O (-4.38, -0.57, 0.14)

Summary:
Gap between HOMO and LUMO (eV): 5.728
2S+1: 1
Highest occupied orbital energy (hartree): -0.28239
LUMO (eV): -1.96

=====

3.
ORCA calculation (the ωB97M-V functional and the def2-TZVPD basis) on C4H8O3 as an isolated structure at a distorted geometry.

Atoms and positions in Å:
C (-1.16, -0.18, -0.10)
O (-0.47, 0.01, -1.31)
C (0.55, 0.50, -0.69)
C (1.95, 0.00, -0.53)
O (2.39, 1.37, -0.39)
C (1.06, 1.90, -0.57)
H (-1.69, 0.72, 0.22)
H (-1.58, -1.19, -0.10)
H (2.14, -0.61, 0.37)
H (2.38, -0.50, -1.42)
H (0.97, 2.52, -1.48)
H (0.69, 2.46, 0.30)
H (-2.20, -2.97, 1.46)
O (-2.37, -2.44, 2.28)
H (-2.66, -1.58, 1.96)

Summary:
Gap between HOMO and LUMO (spin up / spin down) (eV): 8.692 / 8.691
2S+1: 1
Highest occupied orbital energy (spin up / spin down) (hartree): -0.30706 / -0.30702
LUMO (spin up / spin down) (eV): 0.34 / 0.34

=====

4.
ORCA calculation (the ωB97M-V functional and the def2-TZVPD basis) on a 7-piece molecular cluster, C35H49N7O2P overall at a distorted geometry.

Atoms and positions in Å:
C (-0.09, -2.18, 0.34)
C (0.93, -1.51, -0.73)
C (0.10, -1.18, -2.06)
C (0.28, 0.32, -2.61)
C (0.04, 1.46, -1.52)
O (1.24, 1.82, -0.76)
P (0.81, 2.70, 0.72)
O (-0.93, 2.49, 0.44)
C (-1.07, 1.27, -0.37)
C (-2.63, 1.17, -0.78)
C (-3.64, 0.91, 0.38)
C (-5.11, 0.79, -0.17)
C (-5.28, 0.94, -1.69)
N (-4.33, 1.21, -2.70)
C (-2.98, 1.33, -2.27)
H (-0.01, -3.32, 0.30)
H (-1.19, -1.90, 0.15)
H (0.16, -1.79, 1.41)
H (1.69, -2.34, -0.99)
H (1.53, -0.64, -0.31)
H (0.50, -1.88, -2.89)
H (-1.02, -1.43, -1.98)
H (1.36, 0.42, -2.98)
H (-0.39, 0.48, -3.52)
H (-0.14, 2.45, -2.09)
H (2.23, 2.92, 0.91)
H (0.85, 1.54, 1.61)
H (0.65, 3.54, 1.90)
H (0.66, 3.82, -0.22)
H (-0.84, 0.42, 0.39)
H (-3.35, 0.81, 1.47)
H (-5.99, 0.58, 0.55)
H (-6.36, 0.81, -2.06)
H (-2.19, 1.54, -3.07)
N (-2.04, 5.49, -4.55)
C (-3.04, 5.70, -5.47)
C (-4.11, 4.91, -5.12)
C (-3.74, 4.20, -3.94)
C (-2.47, 4.58, -3.61)
H (-1.14, 5.94, -4.56)
H (-2.91, 6.39, -6.28)
H (-5.05, 4.84, -5.65)
H (-4.35, 3.49, -3.40)
H (-1.82, 4.28, -2.80)
N (-0.28, 4.12, -6.69)
C (1.06, 3.91, -6.83)
C (1.30, 3.56, -8.14)
C (0.05, 3.57, -8.81)
C (-0.91, 3.92, -7.89)
H (-0.74, 4.39, -5.83)
H (1.73, 4.02, -6.00)
H (2.26, 3.33, -8.57)
H (-0.13, 3.34, -9.85)
H (-1.98, 4.05, -7.98)
N (2.99, -5.73, -2.86)
C (1.96, -4.82, -2.86)
C (0.81, -5.48, -2.52)
C (1.15, -6.84, -2.29)
C (2.50, -6.96, -2.51)
H (3.94, -5.52, -3.09)
H (2.13, -3.78, -3.11)
H (-0.17, -5.04, -2.43)
H (0.49, -7.64, -2.00)
H (3.16, -7.81, -2.45)
N (1.96, -2.46, 4.52)
C (1.34, -1.39, 3.93)
C (0.31, -1.00, 4.75)
C (0.30, -1.86, 5.87)
C (1.34, -2.75, 5.70)
H (2.75, -2.96, 4.14)
H (1.69, -1.00, 2.98)
H (-0.37, -0.18, 4.55)
H (-0.38, -1.84, 6.71)
H (1.68, -3.57, 6.32)
N (3.42, 3.77, 5.07)
C (3.46, 5.11, 5.33)
C (2.16, 5.57, 5.40)
C (1.31, 4.46, 5.18)
C (2.11, 3.36, 4.98)
H (4.22, 3.17, 4.95)
H (4.40, 5.63, 5.44)
H (1.86, 6.59, 5.60)
H (0.23, 4.46, 5.17)
H (1.87, 2.33, 4.78)
N (1.84, -6.63, 7.16)
C (0.83, -6.45, 6.25)
C (-0.23, -7.23, 6.63)
C (0.15, -7.91, 7.81)
C (1.43, -7.51, 8.12)
H (2.74, -6.18, 7.13)
H (0.96, -5.78, 5.41)
H (-1.17, -7.31, 6.11)
H (-0.44, -8.61, 8.38)
H (2.09, -7.79, 8.93)

Summary:
Gap between HOMO and LUMO (eV): 6.426
Net charge: -1
2S+1: 1
Highest occupied orbital energy (hartree): -0.16008
LUMO (eV): 2.07

=====

5.
ORCA calculation (the ωB97M-V functional and the def2-TZVPD basis) on C3H12AlO11P2 as an isolated structure at a distorted geometry.

Atoms and positions in Å:
Al (0.72, -0.44, 0.64)
P (0.80, -1.16, -2.85)
O (2.12, -1.67, -3.48)
O (0.45, -2.09, -1.65)
O (-0.36, -0.93, -3.82)
O (1.26, 0.18, -2.10)
P (4.02, -1.29, 0.87)
O (3.07, -1.38, -0.40)
O (5.08, -0.28, 0.42)
O (4.52, -2.70, 1.18)
O (3.13, -0.56, 1.92)
C (-1.56, 2.00, -1.04)
O (-1.51, 1.32, 0.22)
H (-1.01, 1.30, -1.68)
H (-2.56, 2.20, -1.41)
H (-0.92, 2.89, -1.06)
H (-2.28, 1.48, 0.77)
C (-0.28, 2.81, 2.89)
O (0.59, 1.73, 2.68)
H (0.10, 3.54, 3.61)
H (-0.56, 3.35, 1.99)
H (-1.20, 2.44, 3.36)
H (1.49, 1.95, 2.95)
C (-2.81, -2.58, -0.58)
O (-1.90, -1.54, -0.76)
H (-3.83, -2.18, -0.51)
H (-2.78, -3.33, -1.38)
H (-2.68, -3.12, 0.38)
H (-1.08, -1.96, -1.16)

Summary:
Gap between HOMO and LUMO (eV): 3.737
Net charge: -3
2S+1: 1
Highest occupied orbital energy (hartree): 0.09707
LUMO (eV): 6.38

=====

6.
ORCA calculation (the ωB97M-V functional and the def2-TZVPD basis) on one molecule with the formula CH5N3O at a distorted geometry.

Atoms and positions in Å:
C (0.45, 0.09, 0.01)
H (-2.24, 0.06, 0.97)
H (-2.55, -0.02, -0.76)
H (-0.83, -1.70, 0.17)
H (1.89, -1.50, 0.48)
H (2.47, -0.02, -0.21)
N (-1.79, 0.09, -0.03)
N (-0.64, -0.66, -0.05)
N (1.61, -0.54, -0.07)
O (0.54, 1.31, 0.04)

Summary:
Gap between HOMO and LUMO (eV): 9.901
2S+1: 1
SMILES: NNC(N)=O
Highest occupied orbital energy (hartree): -0.33711
LUMO (eV): 0.73

=====

7.
ORCA calculation (the ωB97M-V functional and the def2-TZVPD basis) on C4H9FNO2PTm as an isolated structure at a distorted geometry.

Atoms and positions in Å:
C (-1.24, -0.35, 1.60)
C (-1.74, 0.92, 0.70)
F (-2.45, 1.86, 1.61)
C (-0.49, 1.76, -0.02)
O (-0.88, 2.62, -1.00)
O (0.90, 1.52, 0.38)
C (1.67, 0.80, -0.65)
P (1.03, -0.96, -1.04)
N (-0.45, -1.03, -1.69)
H (-0.11, -0.35, 1.89)
H (-1.44, -1.39, 1.06)
H (-1.84, -0.39, 2.63)
H (-2.54, 0.61, -0.13)
H (1.83, 1.41, -1.65)
H (2.77, 0.66, -0.21)
H (1.08, -1.77, 0.16)
H (1.94, -1.54, -2.03)
H (-0.44, -1.45, -2.64)
Tm (2.42, -2.93, 1.01)

Summary:
Gap between HOMO and LUMO (spin up / spin down) (eV): 6.737 / 5.360
Net charge: +3
2S+1: 3
Highest occupied orbital energy (spin up / spin down) (hartree): -0.75883 / -0.75856
LUMO (spin up / spin down) (eV): -13.91 / -15.28

=====

8.
ORCA calculation (the ωB97M-V functional and the def2-TZVPD basis) on a 12-piece molecular cluster, C4H34N2O11S overall at a distorted geometry.

Atoms and positions in Å:
C (0.52, -0.89, -0.45)
N (1.09, 0.27, 0.29)
C (0.73, 1.53, -0.35)
C (1.18, 2.66, 0.58)
S (0.93, 4.27, -0.18)
C (1.28, -2.18, -0.19)
N (1.32, -2.47, 1.25)
H (0.54, -0.64, -1.51)
H (-0.53, -1.01, -0.19)
H (0.74, 0.28, 1.24)
H (1.20, 1.59, -1.34)
H (-0.33, 1.59, -0.59)
H (2.25, 2.60, 0.81)
H (0.64, 2.63, 1.53)
H (-0.44, 4.28, -0.12)
H (2.28, -2.16, -0.64)
H (0.72, -2.98, -0.68)
H (1.65, -3.42, 1.40)
H (2.02, -1.91, 1.74)
H (-1.14, 0.91, -2.52)
H (0.11, 0.62, -3.46)
O (-0.88, 0.65, -3.42)
H (2.09, 0.35, 3.03)
H (2.85, 0.28, 1.73)
O (2.90, 0.00, 2.66)
H (-3.05, -1.25, 0.36)
H (-2.10, -0.93, 1.57)
O (-2.78, -0.52, 0.99)
H (-2.38, 2.03, -0.67)
H (-2.37, 0.52, -0.33)
O (-2.24, 1.16, -1.07)
H (-2.93, -0.89, -3.59)
H (-3.62, -0.08, -2.54)
O (-3.71, -0.92, -3.02)
H (0.02, 0.94, 4.31)
H (-0.07, -0.23, 3.26)
O (0.38, 0.63, 3.47)
H (-0.12, -2.09, 2.05)
H (-1.13, -2.36, 3.28)
O (-0.86, -1.69, 2.63)
H (-3.39, -1.94, -1.73)
H (-4.16, -2.90, -0.78)
O (-3.32, -2.44, -0.87)
H (4.41, 0.18, -1.55)
H (3.10, -0.39, -0.83)
O (3.69, -0.46, -1.60)
H (2.57, 0.00, -2.89)
H (2.31, 0.08, -4.39)
O (1.91, 0.32, -3.55)
H (-2.02, 1.90, 2.06)
H (-0.55, 1.97, 2.56)
O (-1.30, 2.52, 2.26)

Summary:
Gap between HOMO and LUMO (spin up / spin down) (eV): 9.418 / 4.273
Net charge: +1
2S+1: 2
Highest occupied orbital energy (spin up / spin down) (hartree): -0.47699 / -0.47541
LUMO (spin up / spin down) (eV): -3.56 / -8.66